C9H25F9FeN5O15S3 | the ωB97M-V functional and the def2-TZVPD basis

<S²>: 8.761
molecular weight: 766.35 g/mol
highest occupied orbital energy (spin up / spin down): -9.4 / -9.4 eV
HOMO-LUMO gap (spin up / spin down): 7.512 / 5.044 eV

ORCA input file:
```
! RIJCOSX wB97M-V def2-TZVPD def2/J DEFGRID3
* xyz 0 6
Fe -1.379 -1.606 -2.631
C 2.075 -1.803 -5.344
F 2.986 -1.250 -6.113
F 1.178 -2.424 -6.119
F 2.588 -2.682 -4.495
S 1.232 -0.453 -4.376
O -0.048 -1.095 -3.850
O 2.091 -0.112 -3.288
O 0.904 0.566 -5.313
C -4.579 1.298 -3.107
F -5.205 1.525 -4.249
F -4.985 2.111 -2.179
F -4.911 0.041 -2.711
S -2.728 1.344 -3.444
O -2.195 2.265 -2.483
O -2.374 -0.094 -3.193
O -2.543 1.752 -4.798
C 0.040 1.243 0.681
F 1.203 0.895 1.205
F -0.605 1.966 1.584
F 0.192 1.970 -0.411
S -0.946 -0.294 0.298
O -2.322 0.082 0.448
O -0.754 -0.624 -1.164
O -0.432 -1.351 1.110
C 3.062 -1.840 -0.596
C 2.750 -2.733 0.620
C 3.938 -3.640 0.861
O 3.872 -4.363 2.082
C 4.470 -3.773 3.212
N 2.531 -1.806 1.742
H 4.013 -1.319 -0.478
H 2.273 -1.095 -0.676
H 3.158 -2.438 -1.507
H 1.895 -3.359 0.324
H 4.897 -3.109 0.844
H 3.969 -4.398 0.074
H 3.967 -4.205 4.081
H 4.363 -2.688 3.262
H 5.524 -4.056 3.315
H 1.621 -1.377 1.592
H 2.343 -2.412 2.544
O -2.911 -2.427 -1.672
H -3.854 -2.360 -1.890
H -2.854 -3.030 -0.911
O -3.770 -1.950 1.136
H -3.534 -1.135 0.679
H -3.700 -1.701 2.076
O 0.256 4.901 -1.639
H 0.824 5.678 -1.681
H 0.845 4.152 -1.782
C -0.277 5.549 2.268
O -0.872 6.016 3.231
N 1.073 5.803 2.110
N -0.868 4.919 1.217
H 1.603 6.107 2.903
H 1.552 5.501 1.282
H -1.811 4.616 1.365
H -0.410 4.797 0.327
C -2.477 -0.464 4.006
O -2.866 -1.623 3.892
N -1.155 -0.132 3.840
N -3.289 0.519 4.505
H -0.542 -0.916 3.971
H -0.858 0.814 3.993
H -2.990 1.447 4.737
H -4.242 0.258 4.677
*
```

C9H26CrFN2O3 | the ωB97M-V functional and the def2-TZVPD basis

<S²>: 6.011
energy relative to the best compared isomer or geometry (same formula, charge and spin): 35.3 kcal per mole
molecular weight: 281.31 g/mol
highest occupied orbital energy (spin up / spin down): -11.4 / -11.4 eV
HOMO-LUMO gap (spin up / spin down): 6.384 / 6.583 eV

ORCA input file:
```
! RIJCOSX wB97M-V def2-TZVPD def2/J DEFGRID3
* xyz 1 5
Cr 1.979 -2.470 -0.134
F 0.900 -0.899 -0.333
C -1.418 -4.210 1.834
C -0.274 -3.355 1.287
C 0.519 -2.702 2.398
O 1.678 -2.030 1.861
C 2.391 -1.237 2.846
N 0.586 -4.131 0.322
H -2.273 -3.603 2.114
H -1.063 -4.835 2.658
H -1.746 -4.925 1.078
H -0.710 -2.531 0.713
H 0.886 -3.409 3.149
H -0.119 -1.942 2.852
H 2.976 -1.877 3.500
H 1.656 -0.664 3.409
H 2.991 -0.536 2.273
H 0.808 -5.020 0.757
H 0.004 -4.229 -0.506
C -1.001 3.544 0.742
C -0.298 2.643 -0.256
C 0.318 3.502 -1.350
O -0.706 4.226 -1.988
C -0.220 4.965 -3.080
N 0.828 1.959 0.466
H -0.277 4.207 1.225
H -1.481 2.988 1.555
H -1.756 4.183 0.289
H -0.979 1.899 -0.679
H 0.822 2.856 -2.089
H 1.093 4.137 -0.903
H 0.679 5.533 -2.820
H -0.977 5.682 -3.396
H -0.034 4.299 -3.931
H 0.905 1.070 -0.029
H 0.425 1.699 1.363
C -1.256 -0.757 -3.217
O -1.494 -1.200 -1.881
H -1.403 0.320 -3.333
H -0.242 -0.997 -3.562
H -1.946 -1.284 -3.872
H -0.771 -0.867 -1.334
*
```

C9H26F3N10O7Ti | the ωB97M-V functional and the def2-TZVPD basis

<S²>: 3.753
energy relative to the best compared isomer or geometry (same formula, charge and spin): 126.2 kcal per mole
molecular weight: 491.23 g/mol
highest occupied orbital energy (spin up / spin down): -2.8 / -8.3 eV
HOMO-LUMO gap (spin up / spin down): 3.005 / 8.449 eV

ORCA input file:
```
! RIJCOSX wB97M-V def2-TZVPD def2/J DEFGRID3
* xyz 0 4
Ti 6.050 -15.153 -7.025
C 4.125 -12.746 -8.915
O 4.628 -12.135 -10.133
O 5.265 -13.267 -8.166
C 3.249 -11.670 -8.112
F 2.497 -12.333 -7.287
F 3.881 -10.602 -7.513
F 2.282 -11.033 -8.849
C 3.986 -12.347 -11.366
C 4.607 -11.605 -12.583
H 4.596 -10.531 -12.396
H 5.658 -11.868 -12.704
H 4.125 -11.859 -13.527
H 2.952 -12.007 -11.426
H 3.975 -13.409 -11.611
H 3.522 -13.651 -8.992
C 8.316 -17.398 -7.244
O 7.943 -16.366 -7.820
N 7.541 -18.232 -6.529
N 9.459 -18.059 -7.324
H 6.738 -18.004 -5.961
H 8.071 -19.066 -6.322
H 10.240 -17.555 -7.720
H 9.530 -19.052 -7.158
C 7.757 -14.132 -10.976
O 8.320 -14.792 -11.833
N 6.676 -14.678 -10.364
N 8.100 -12.999 -10.448
H 6.109 -14.150 -9.716
H 6.320 -15.321 -11.057
H 7.412 -12.638 -9.803
H 8.924 -12.492 -10.740
C 9.091 -13.298 -6.423
O 8.260 -13.671 -5.717
N 9.410 -12.034 -6.433
N 9.727 -13.965 -7.359
H 9.241 -11.579 -5.547
H 10.127 -11.761 -7.090
H 9.413 -14.874 -7.667
H 10.538 -13.501 -7.742
C 3.063 -16.898 -6.704
O 4.101 -16.862 -7.279
N 2.035 -16.295 -7.132
N 2.688 -17.504 -5.606
H 2.289 -15.752 -7.945
H 1.112 -16.156 -6.747
H 3.365 -18.132 -5.197
H 1.694 -17.655 -5.516
C 5.095 -14.913 -3.916
O 5.490 -15.502 -4.908
N 5.785 -14.435 -2.980
N 3.851 -14.750 -3.660
H 5.281 -14.249 -2.124
H 6.775 -14.629 -3.036
H 3.418 -14.258 -2.891
H 3.261 -15.181 -4.357
*
```

C9H26N4O11S2V | the ωB97M-V functional and the def2-TZVPD basis

<S²>: 2.011
energy relative to the best compared isomer or geometry (same formula, charge and spin): 0.0 kcal per mole
molecular weight: 481.40 g/mol
highest occupied orbital energy (spin up / spin down): -5.2 / -5.8 eV
HOMO-LUMO gap (spin up / spin down): 7.648 / 8.218 eV

ORCA input file:
```
! RIJCOSX wB97M-V def2-TZVPD def2/J DEFGRID3
* xyz -1 3
V -7.982 -26.654 21.665
S -6.975 -27.490 19.199
O -7.046 -28.909 18.889
O -6.408 -27.254 20.590
O -6.204 -26.798 18.183
O -8.304 -26.866 19.567
S -7.551 -26.735 24.386
O -6.959 -27.449 23.193
O -8.378 -27.606 25.208
O -6.541 -26.019 25.144
O -8.484 -25.853 23.568
C -8.790 -24.024 19.099
C -9.425 -23.874 20.468
C -10.745 -23.187 20.389
O -11.681 -23.832 19.588
C -12.922 -23.137 19.531
N -9.547 -25.219 21.111
H -7.750 -24.332 19.113
H -8.842 -23.059 18.583
H -9.369 -24.757 18.544
H -8.814 -23.273 21.142
H -10.603 -22.135 20.084
H -11.113 -23.086 21.431
H -12.679 -22.100 19.264
H -13.366 -23.158 20.533
H -13.556 -23.607 18.790
H -10.153 -25.065 21.929
H -10.266 -25.690 20.549
C -8.267 -30.070 22.314
C -9.328 -29.509 21.403
C -10.587 -30.367 21.433
O -11.696 -29.638 20.964
C -12.915 -30.333 21.037
N -9.657 -28.097 21.783
H -8.603 -30.069 23.353
H -7.283 -29.628 22.188
H -8.055 -31.126 22.081
H -8.905 -29.417 20.397
H -10.712 -30.611 22.506
H -10.478 -31.316 20.898
H -13.600 -29.876 20.324
H -13.392 -30.140 22.009
H -12.754 -31.398 20.871
H -10.404 -28.099 22.485
H -10.286 -27.817 21.021
C -5.807 -24.163 22.034
O -6.759 -24.870 21.808
N -5.363 -23.904 23.304
N -4.891 -23.788 21.083
H -5.895 -24.267 24.084
H -4.487 -23.420 23.376
H -5.013 -24.066 20.128
H -4.064 -23.322 21.413
*
```

C9H26NO8P2S2 | the ωB97M-V functional and the def2-TZVPD basis

energy relative to the best compared isomer or geometry (same formula, charge and spin): 114.4 kcal per mole
molecular weight: 402.39 g/mol
highest occupied orbital energy: -11.1 eV
HOMO-LUMO gap: 5.305 eV

ORCA input file:
```
! RIJCOSX wB97M-V def2-TZVPD def2/J DEFGRID3
* xyz 1 1
C 1.010 -2.975 1.027
C 0.105 -2.093 -0.035
C -1.204 -3.004 -0.524
N -2.277 -2.953 0.542
S -3.891 -2.845 -0.118
P -4.965 -1.154 0.697
O -4.424 -0.988 2.207
O -4.420 0.276 -0.205
O -6.697 -1.294 0.595
P -4.826 -4.720 0.505
O -5.262 -5.742 -0.846
O -6.145 -4.442 1.615
S -3.474 -5.746 1.532
H 2.176 -2.914 0.788
H 0.715 -4.129 1.021
H 0.782 -2.536 2.113
H -0.337 -1.160 0.560
H 0.724 -1.663 -0.937
H -1.560 -2.724 -1.603
H -0.793 -4.123 -0.556
H -2.090 -2.238 1.279
H -3.445 0.166 -0.411
H -7.062 -2.028 1.171
H -4.478 -5.665 -1.483
H -5.739 -4.475 2.551
C 6.014 3.089 -1.552
O 4.629 3.308 -1.339
C 3.827 2.693 -2.350
C 2.354 2.693 -1.936
O 2.026 1.611 -1.055
C 2.466 1.767 0.301
C 1.601 2.752 1.092
O 2.009 4.096 0.825
C 1.045 5.041 1.260
H 6.322 3.493 -2.521
H 6.568 3.603 -0.762
H 6.243 2.021 -1.496
H 4.165 1.664 -2.520
H 3.947 3.274 -3.271
H 1.749 2.526 -2.835
H 2.045 3.653 -1.516
H 3.526 2.023 0.346
H 2.354 0.777 0.757
H 1.731 2.572 2.164
H 0.547 2.617 0.823
H 0.111 4.913 0.705
H 1.432 6.044 1.058
H 0.864 4.941 2.334
*
```

C9H27ClCoI2P3 | the ωB97M-V functional and the def2-TZVPD basis

<S²>: 6.066
energy relative to the best compared isomer or geometry (same formula, charge and spin): 6.4 kcal per mole
molecular weight: 576.43 g/mol
highest occupied orbital energy (spin up / spin down): -15.3 / -15.6 eV
HOMO-LUMO gap (spin up / spin down): 6.260 / 4.700 eV

ORCA input file:
```
! RIJCOSX wB97M-V def2-TZVPD def2/J DEFGRID3
* xyz 2 5
I -3.389 0.141 -0.509
I 1.020 -0.536 1.959
Co -0.139 0.117 -0.152
P -0.219 -2.044 -0.801
C 0.990 -3.295 -0.194
C -1.773 -2.887 -0.401
H -1.592 -3.974 -0.426
H -0.204 -3.371 -2.838
H -2.538 -2.615 -1.143
H -0.871 -1.728 -3.117
H 0.903 -3.407 0.892
H -2.125 -2.598 0.597
C -0.086 -2.303 -2.616
H 0.772 -4.262 -0.668
H 0.890 -1.969 -2.983
H 2.017 -3.013 -0.436
P -0.450 2.179 0.895
C 0.662 2.882 2.192
C -0.507 3.589 -0.286
H -2.861 2.397 1.067
H -1.990 3.246 2.398
H -2.193 1.468 2.429
C -2.036 2.337 1.787
H -1.205 3.348 -1.093
H -0.832 4.497 0.235
H 0.350 3.913 2.413
H 1.704 2.904 1.864
H 0.486 3.761 -0.711
H 0.592 2.294 3.114
Cl -0.856 0.932 -2.132
C 2.756 1.967 -0.537
P 1.967 0.379 -0.984
C 2.152 0.408 -2.806
C 3.325 -0.778 -0.565
H 2.168 2.809 -0.914
H 3.755 1.993 -0.995
H 2.851 2.056 0.549
H 2.516 -0.560 -3.170
H 1.171 0.621 -3.248
H 2.844 1.210 -3.096
H 4.281 -0.247 -0.701
H 3.251 -1.096 0.486
H 3.299 -1.666 -1.211
*
```